No. 1
DFT (ωB97M-V/def2-TZVPD) results for 3 unconnected molecules or ions with the total composition C7H15NO.

For the gap between HOMO and LUMO (alpha / beta), the calculation gives 7.5954 / 7.0151 eV. The calculation puts the LUMO energy (alpha / beta) at 0.81 / 0.67 eV. For the HOMO energy (alpha / beta), the calculation gives -6.7894 / -6.3420 eV.

Last column: natural (NBO) charge in e.
Cartesian coordinates (Å):
C (0.4419, -0.2873, -0.5727)  -0.1188
C (-0.7437, 0.2701, -0.2515)  -0.1110
C (-1.2872, -1.4345, -2.0084)  -0.1109
C (1.0065, -1.5274, 0.0302)  -0.6592
C (-1.2803, 1.5315, -0.8380)  -0.6589
C (1.1279, 0.8153, 2.7248)  -0.7352
C (1.0076, 1.4041, 1.3482)  0.3064
O (-1.6953, -2.5628, -1.3149)  -0.7109
N (1.4248, 2.5565, 1.0802)  -0.7030
H (-0.9512, -3.1654, -1.2142)  0.4712
H (1.0486, 0.2047, -1.3261)  0.1983
H (-1.3511, -0.2205, 0.5015)  0.2044
H (1.2708, 2.8397, 0.1084)  0.3471
H (-0.5559, -1.5927, -2.8003)  0.1394
H (-2.1412, -0.8292, -2.2866)  0.1515
H (0.3244, -1.9733, 0.7541)  0.2184
H (1.2335, -2.2629, -0.7485)  0.2092
H (1.9491, -1.3033, 0.5331)  0.2278
H (-1.3321, 2.3031, -0.0666)  0.2306
H (-0.6526, 1.8986, -1.6515)  0.2100
H (-2.2926, 1.3825, -1.2203)  0.2218
H (0.1353, 0.5555, 3.1031)  0.2260
H (1.6095, 1.5109, 3.4238)  0.2228
H (1.7033, -0.1134, 2.6922)  0.2230

=====

No. 2
DFT (ωB97M-V/def2-TZVPD) results for C7H15NO in the gas phase.

Its structure (SMILES) is C[C@@H]1CNCC(C)(C)O1. For the gap between HOMO and LUMO, the calculation gives 9.0045 eV. The calculation puts the LUMO energy at 0.98 eV. For the HOMO energy, the calculation gives -8.0234 eV.

Last column: natural (NBO) charge in e.
Cartesian coordinates (Å):
C (-1.1082, -1.5327, 1.7080)  -0.6418
C (-0.1452, -1.3562, 0.5399)  0.0906
C (1.3210, -0.7060, 1.1873)  -0.2190
N (2.0808, -0.2384, 0.0877)  -0.6325
C (1.4521, 0.8222, -0.6061)  -0.2136
C (-0.2963, 0.5015, -0.7856)  0.2614
C (-0.5681, 0.7790, -2.2645)  -0.6244
C (-1.0563, 1.5007, 0.0837)  -0.6554
O (-0.7811, -0.8203, -0.5969)  -0.5382
H (-1.3098, -0.5859, 2.2041)  0.1997
H (-2.0472, -1.9503, 1.3482)  0.2164
H (-0.6802, -2.2179, 2.4382)  0.2090
H (0.1828, -2.3433, 0.1885)  0.1625
H (1.8458, -1.4882, 1.7331)  0.2086
H (1.0538, 0.1209, 1.8436)  0.1836
H (2.3142, -1.0033, -0.5386)  0.3583
H (1.9313, 0.9928, -1.5669)  0.2026
H (1.4736, 1.7280, -0.0004)  0.1802
H (-1.6354, 0.6916, -2.4677)  0.2074
H (-0.0517, 0.0494, -2.8847)  0.2112
H (-0.2330, 1.7763, -2.5409)  0.2025
H (-0.7942, 2.5202, -0.1967)  0.2115
H (-2.1308, 1.3721, -0.0528)  0.2161
H (-0.8178, 1.3879, 1.1396)  0.2035

=====

No. 3
DFT (ωB97M-V/def2-TZVPD) results for C7H15NO in the gas phase.

Its structure (SMILES) is CC(C)C[C@](C)(N)C=O. For the gap between HOMO and LUMO, the calculation gives 10.2543 eV. The calculation puts the LUMO energy at 0.90 eV. For the HOMO energy, the calculation gives -9.3495 eV.

Last column: natural (NBO) charge in e.
Cartesian coordinates (Å):
C (-1.6684, 1.1367, -0.9769)  -0.6220
C (-1.2921, 0.3792, 0.2838)  -0.2113
C (-2.5136, -0.3574, 0.8284)  -0.6002
C (-0.1243, -0.6967, 0.0202)  -0.3914
C (1.3550, -0.2769, 0.1118)  -0.0284
C (2.2072, -1.1158, -0.8421)  -0.5973
N (1.8244, -0.4738, 1.4756)  -0.8252
C (1.3906, 1.1748, -0.3171)  0.4501
O (1.3609, 1.5861, -1.4522)  -0.5321
H (-0.7992, 1.6677, -1.3913)  0.2325
H (-2.0225, 0.4531, -1.7472)  0.2016
H (-2.4409, 1.8674, -0.7629)  0.2065
H (-0.9300, 1.0810, 1.0434)  0.1856
H (-3.3079, 0.3495, 1.0666)  0.2094
H (-2.8837, -1.0596, 0.0911)  0.2040
H (-2.2626, -0.9125, 1.7291)  0.2048
H (-0.2542, -1.4987, 0.7508)  0.2225
H (-0.3209, -1.1183, -0.9674)  0.2136
H (2.0891, -2.1692, -0.6031)  0.2207
H (3.2575, -0.8488, -0.7399)  0.2065
H (1.9045, -0.9344, -1.8691)  0.2274
H (2.7775, -0.1340, 1.5913)  0.3610
H (1.2305, 0.0140, 2.1392)  0.3593
H (1.4230, 1.8866, 0.5376)  0.1024

=====

Record-wise E_tot values, in Ha: -405.4980; -405.6540; -405.6987